Record 1
Here is a structure of composition C29H47N3O5S2 from the Open Molecules 2025 dataset. Energies are from ωB97M-V/def2-TZVPD.

The geometry in ORCA input format:
```
! wB97M-V def2-TZVPD RIJCOSX def2/J DEFGRID3
* xyz 0 1
S -0.9442 -2.2877 1.1738
S -4.3565 2.0505 1.6006
O 4.7812 3.2239 -1.1477
O 1.5739 -4.5309 1.8449
O -3.8509 -3.3525 -3.6194
O -8.4001 0.1846 -1.3772
O 2.6786 1.8316 4.3865
N -3.2906 1.0866 -0.7719
N -2.0311 -1.2426 0.5653
N 0.3971 -1.4662 0.8792
C -3.3163 -2.3707 -2.7257
C 3.6350 -5.5906 1.3837
C 3.9659 2.0661 4.9611
C 2.6709 -5.8690 0.2343
C 0.9650 0.7211 -0.0997
C 0.4234 1.8145 -0.6980
C 2.3915 2.0614 6.7228
C -1.3496 -0.2151 0.1112
C 2.4583 0.6324 0.1405
C -7.0468 -1.1392 -2.7983
C -3.7936 1.4756 0.2673
C 4.6580 5.2610 -2.3425
C 2.9808 -4.3877 2.0491
C 3.7204 2.6969 6.3248
C 4.5519 3.7468 -2.4588
C 1.6681 1.9975 5.3848
C -2.8938 -1.1883 -3.5856
C -6.2118 -0.6787 -1.6057
C 2.7680 0.2677 1.6064
C -3.9013 -1.2660 -4.7293
C -0.9854 1.9407 -0.9125
C -8.4638 -0.9245 -2.2807
C -7.0314 0.4831 -1.0882
C -1.8307 0.9640 -0.5216
C 0.0792 -0.3229 0.3088
C -4.0521 -2.7706 -4.9084
C 1.3271 -5.5525 0.8754
C 5.2901 4.2567 -0.2991
C 5.6714 5.4135 -1.2120
H 5.3166 3.3447 -3.1318
H 2.8641 1.6155 -0.0665
H -3.2935 -3.1670 -5.5927
H 3.6534 -6.4393 2.0714
H -1.8802 -1.3401 -3.9652
H 6.1346 3.8676 0.2704
H 0.9639 1.1669 5.3220
H 2.8999 -0.8064 1.6743
H -6.1570 -1.4756 -0.8597
H 2.5595 1.0537 7.1092
H 2.7255 -6.8860 -0.1506
H 4.5445 2.7067 4.2941
H 0.5892 -5.1939 0.1561
H 4.5023 4.5490 0.4040
H -4.8529 -0.8270 -4.4183
H 2.8799 -0.1142 -0.5239
H 4.5281 2.5057 7.0296
H -6.9102 0.6265 -0.0133
H -5.0364 -3.0575 -5.2807
H -2.9173 -0.2434 -3.0433
H -3.5751 -0.7624 -5.6383
H 6.6844 5.2733 -1.5958
H 1.8409 2.6260 7.4736
H 4.4845 1.1055 5.0560
H -8.8226 -1.8009 -1.7305
H -2.4865 -2.8004 -2.1633
H 2.8656 -5.1807 -0.5912
H 3.5739 3.4150 -2.8106
H -6.8538 -2.1679 -3.1004
H -4.1023 -2.0846 -2.0197
H -6.7655 1.4165 -1.5983
H 1.0515 2.6313 -1.0117
H -6.8605 -0.4904 -3.6584
H 3.1830 -4.3310 3.1191
H -9.1774 -0.6986 -3.0738
H 3.6622 0.7563 1.9714
H 3.6968 5.6851 -2.0428
H -5.1957 -0.3894 -1.8667
H 4.6560 -5.3907 1.0624
H 1.9628 0.5168 2.2841
H 4.9630 5.7351 -3.2740
H 3.3047 -3.4501 1.5843
H 1.1268 2.9277 5.1806
H -1.3822 2.8229 -1.3837
H 0.9144 -6.4274 1.3893
H 5.6282 6.3786 -0.7100
H 3.6035 3.7784 6.2248
*
```

The HOMO-LUMO gap is 8.27 eV.


Record 2
Here is a cluster of 3 separate species, C29H48BN2O15P2S in total from the Open Molecules 2025 dataset. Energies are from ωB97M-V/def2-TZVPD.

The geometry in ORCA input format:
```
! wB97M-V def2-TZVPD RIJCOSX def2/J DEFGRID3
* xyz -1 1
S 4.4763 -1.6077 -0.9928
P -0.9359 -2.4191 -0.9827
P 2.2916 -2.1199 -1.5252
O -2.0471 -3.3631 -1.7117
O -0.8108 -3.1275 0.4469
O 5.8449 2.3695 5.3281
O -7.6330 -0.7381 -3.5056
O 4.6070 1.2799 3.2899
O 1.6897 0.3593 0.0445
O -1.8176 -0.9866 2.2224
O 8.3715 1.6936 0.5190
O 9.6372 2.7196 2.5886
O -1.5016 -1.0680 -0.9069
O -1.6255 0.5844 4.4039
O 1.9347 -1.5604 1.3851
O 2.9326 -3.0814 -3.0075
O -5.2040 -1.5999 6.4980
O -5.3498 -3.1580 4.3908
N 3.2623 -5.4835 -3.0570
N 2.4438 -3.5651 -0.5184
C 0.5066 -2.6949 -1.9756
C -4.3030 2.3534 -1.3737
C 7.6973 1.8153 1.6523
C -2.0978 3.7212 -0.8906
C 6.4192 1.4352 1.7890
C 2.3140 -0.6227 -2.6743
C -7.2981 -2.0721 -3.2255
C -3.5915 -2.1232 3.2081
C 8.4762 2.4165 2.7907
C -3.4015 -0.4331 5.5554
C 3.2207 -4.3187 -2.9085
C 6.5277 2.2297 4.2013
C 1.3852 1.4554 -3.6285
C -4.7416 1.4921 -2.5449
C -0.3603 2.6420 -2.3166
C 3.1707 -1.3125 2.0524
C 3.0176 -1.3422 3.5485
C 1.1416 2.4577 -2.5041
C -2.6490 -1.1729 3.2420
C -3.2039 3.3051 -1.8629
C -5.9393 0.5950 -2.2871
C -4.3378 -1.3876 5.5157
C 7.8053 2.6065 4.0644
C -2.4900 -0.2647 4.4340
C -6.5182 0.1216 -3.6081
C -0.7889 3.9444 -1.6474
C -4.4836 -2.3054 4.3363
C 1.0158 0.0566 -3.0765
C 5.7564 1.6075 3.0693
B 1.8945 -0.9958 0.0892
H 2.9666 0.0924 -2.1891
H 3.6594 -0.4050 1.7218
H 2.8282 -0.8805 -3.5933
H -2.0555 -4.2292 -1.2972
H 1.6590 3.3995 -2.6779
H -5.7601 -2.3458 6.2040
H -7.1485 -2.2385 -2.1680
H 0.2955 0.2360 -2.2930
H 2.1699 -0.7489 3.8462
H 4.9540 2.0131 5.1456
H -3.9132 0.8716 -2.8751
H -1.9636 3.0100 -0.0824
H 3.9181 -0.9715 4.0161
H -3.9790 1.7086 -0.5616
H -2.4045 4.6663 -0.4493
H 5.8515 0.9972 0.9773
H -6.8692 0.9919 -4.1521
H 8.3695 3.0529 4.8707
H 2.8794 -2.3657 3.8770
H -5.6569 -0.2648 -1.6869
H 1.5950 -3.8715 -0.0763
H -0.7242 1.8421 -1.6778
H 5.1760 -2.7182 -1.2511
H -4.9918 2.1484 -3.3800
H -3.2902 0.2356 6.3968
H -6.6862 1.1579 -1.7328
H -0.0248 4.3070 -0.9700
H 3.8295 -2.1378 1.7965
H -6.4084 -2.3796 -3.7710
H 0.6014 -3.7826 -1.9881
H -0.9768 4.6928 -2.4114
H 0.2018 -2.4929 -2.9926
H -2.8059 2.8466 -2.7587
H 1.5982 2.0228 -1.6183
H -1.0178 -2.4097 1.0728
H -1.1922 -0.2811 2.4731
H 1.5607 0.7162 0.9269
H 9.2651 2.0385 0.6979
H -0.8277 2.4779 -3.2804
H -8.1257 -2.6897 -3.5473
H 0.5530 -0.5010 -3.8815
H -3.7092 -2.7791 2.3594
H -5.1607 2.9303 -1.0386
H 0.6710 1.7116 -4.4094
H 2.3886 1.4783 -4.0336
H -3.7209 4.2119 -2.1644
H -5.7237 -0.3432 -4.1931
H 3.2246 -3.5480 0.1094
*
```

The HOMO-LUMO gap is 5.00 eV.


The records above yield HOMO energy values of -8.7044 -5.0501 eV, respectively.